# 1
Here is the molecule CH6SSi at a distorted geometry from the OMol25 dataset. Energies are from ωB97M-V with the def2-TZVPD basis set.

Charge: 0
Expectation value of S²: 2.00
Relative energy (zero: lowest compared OMol25 entry of this formula, charge and spin) (eV): 0.145
E_HOMO (spin up / spin down) (eV): -4.79 / -10.70
Orbital gap (spin up / spin down) (eV): 5.56 / 7.48
2S+1: 3
Molar mass (g mol⁻¹): 78.21

Cartesian coordinates (Å):
C: -1.186 0.670 0.125
Si: 0.110 -0.700 0.210
S: 2.575 0.083 0.108
H: -2.177 0.220 0.066
H: -1.168 1.300 1.009
H: -1.058 1.307 -0.745
H: 0.140 -1.503 -1.011
H: 0.131 -1.447 1.456
H: 2.633 0.071 -1.216

***

# 2
Here is the molecule CH6P2S at a distorted geometry from the OMol25 dataset. Energies are from ωB97M-V with the def2-TZVPD basis set.

Charge: 0
Relative energy (zero: lowest compared OMol25 entry of this formula, charge and spin) (eV): 2.029
E_HOMO (eV): -7.18
Orbital gap (eV): 6.59
2S+1: 1
Molar mass (g mol⁻¹): 112.07

Cartesian coordinates (Å):
C: 1.449 0.747 -0.139
P: -2.562 0.522 -0.280
P: 1.151 -1.169 0.083
S: -1.276 -1.081 -0.129
H: 1.449 0.738 -1.187
H: 2.382 1.015 0.338
H: 0.549 1.371 0.274
H: -3.028 0.557 1.020
H: 1.290 -1.305 1.487
H: -1.404 -1.394 -1.467

***

# 3
Here is a structure of composition C24H27NO7S at a distorted geometry from the OMol25 dataset. Energies are from ωB97M-V with the def2-TZVPD basis set.

Charge: 0
Relative energy (zero: lowest compared OMol25 entry of this formula, charge and spin) (eV): 21.273
E_HOMO (eV): -8.41
Orbital gap (eV): 7.55
2S+1: 1
Molar mass (g mol⁻¹): 473.55

Cartesian coordinates (Å):
C: 0.555 3.271 5.137
C: -0.037 2.613 3.886
H: -1.059 2.635 3.853
H: 0.357 3.035 3.027
O: 0.433 1.429 4.196
C: 0.017 0.308 3.261
C: -0.867 0.514 2.229
C: -0.942 -0.300 1.129
C: -0.447 -1.623 1.338
C: 0.200 -1.924 2.399
C: 0.708 -1.141 3.275
O: 1.505 -1.201 4.472
C: 1.800 -2.285 4.781
C: 2.893 -3.019 3.625
C: 3.159 -4.206 3.512
C: 3.958 -4.851 2.667
C: 4.613 -3.772 1.920
C: 4.489 -2.522 2.108
C: 3.680 -2.008 2.814
H: 3.427 -1.105 3.114
H: 5.205 -1.701 1.514
H: 5.508 -4.386 1.187
H: 4.221 -5.913 2.386
H: 2.451 -5.208 4.092
H: 2.590 -2.288 5.580
H: 1.019 -3.186 4.705
H: 0.494 -2.871 2.612
H: -0.681 -2.492 0.483
C: -1.924 -0.092 0.093
C: -2.175 -0.746 -1.107
C: -2.790 -0.267 -2.296
O: -2.845 -0.685 -3.275
O: -3.592 0.851 -2.002
C: -4.467 1.442 -2.908
C: -3.684 1.969 -4.130
O: -4.138 2.088 -5.381
N: -2.243 2.310 -4.005
H: -2.068 1.618 -3.126
C: -1.412 2.441 -5.069
C: -0.049 2.743 -4.440
H: -0.407 3.585 -3.672
H: 0.544 3.001 -5.129
S: 0.457 1.288 -3.680
O: 1.803 1.232 -3.741
O: -0.011 1.150 -2.433
C: -0.488 0.347 -5.091
C: -1.264 1.276 -5.898
H: -2.243 0.890 -6.277
H: -0.414 1.546 -6.832
H: 0.439 -0.451 -5.443
H: -1.010 -0.384 -4.498
H: -1.867 3.266 -5.736
H: -5.019 2.251 -2.745
H: -5.198 0.557 -3.391
H: -1.799 -1.698 -1.322
H: -2.415 0.784 -0.020
H: -1.087 1.680 1.985
H: 0.296 2.815 6.177
H: 1.750 3.198 5.066
H: 0.070 4.195 5.024

***

# 4
Here is the ion C11H5N8O5 with charge -1 at a distorted geometry from the OMol25 dataset. Energies are from ωB97M-V with the def2-TZVPD basis set.

Charge: -1
Relative energy (zero: lowest compared OMol25 entry of this formula, charge and spin) (eV): 0.000
E_HOMO (eV): -4.93
Orbital gap (eV): 7.15
2S+1: 1
Molar mass (g mol⁻¹): 329.21

Cartesian coordinates (Å):
O: -2.907 -1.039 2.406
N: -1.829 -0.422 2.458
O: -0.916 -0.754 3.252
C: -1.554 0.732 1.617
C: -0.422 1.530 1.875
C: -0.091 2.584 1.037
N: 1.077 3.391 1.219
O: 1.775 3.268 2.241
O: 1.383 4.184 0.283
C: -0.812 2.943 -0.242
C: -2.044 2.134 -0.376
N: -2.890 2.206 -1.416
O: -3.733 1.085 -1.200
N: -3.436 0.377 -0.048
C: -2.361 1.043 0.470
H: 0.209 1.306 2.741
H: -0.178 2.800 -1.139
C: -2.818 7.077 1.256
N: -3.437 6.454 2.262
C: -3.290 5.139 2.481
N: -2.514 4.307 1.725
C: -1.927 4.914 0.730
C: -2.008 6.310 0.413
N: -1.299 6.534 -0.737
C: -0.800 5.345 -1.129
N: -1.154 4.360 -0.258
H: -2.920 8.148 1.064
H: -3.815 4.665 3.307
H: -0.180 5.119 -1.993

***

# 5
Here is a cluster of 2 separate species, C4H2ClP in total at a distorted geometry from the OMol25 dataset. Energies are from ωB97M-V with the def2-TZVPD basis set.

Charge: 0
Relative energy (zero: lowest compared OMol25 entry of this formula, charge and spin) (eV): 4.254
E_HOMO (spin up / spin down) (eV): -8.75 / -10.67
Orbital gap (spin up / spin down) (eV): 6.03 / 8.60
2S+1: 1
Molar mass (g mol⁻¹): 116.49

Cartesian coordinates (Å):
C: 1.785 -1.818 0.838
C: -1.594 2.260 -0.057
C: 1.690 -0.611 0.743
C: -0.614 2.529 0.602
P: 0.898 2.622 1.426
Cl: 1.773 3.991 0.189
H: 1.795 -2.924 1.059
H: -2.564 2.621 -0.441

***

# 6
Here is a structure of composition C36H27IIrN3P2S5Te at a distorted geometry from the OMol25 dataset. Energies are from ωB97M-V with the def2-TZVPD basis set.

Charge: +1
Expectation value of S²: 8.80
E_HOMO (spin up / spin down) (eV): -7.03 / -10.78
Orbital gap (spin up / spin down) (eV): 4.26 / 5.19
2S+1: 6
Molar mass (g mol⁻¹): 1170.64

Cartesian coordinates (Å):
Ir: 0.295 1.414 1.275
S: 3.531 -1.039 7.656
C: 2.742 -0.525 6.271
S: 2.056 -1.591 5.000
C: 1.413 -0.341 3.987
C: 1.546 0.983 4.422
S: 0.927 2.164 3.441
S: 2.398 1.159 5.942
S: 0.909 -0.623 2.348
Te: -0.787 -1.374 -2.626
C: -0.818 -3.465 -2.111
C: 0.369 -4.208 -2.184
C: 0.304 -5.565 -1.996
N: -0.830 -6.255 -1.760
C: -1.954 -5.544 -1.682
C: -2.003 -4.163 -1.856
C: -0.304 -0.515 -0.818
P: -1.391 0.082 0.433
C: -2.043 -1.040 1.611
C: -1.819 -2.403 1.382
C: -2.130 -3.314 2.404
C: -2.725 -2.901 3.604
C: -3.068 -1.512 3.728
C: -2.734 -0.577 2.748
C: -2.918 0.731 -0.289
C: -4.236 0.264 -0.017
C: -5.254 0.510 -0.896
C: -5.108 1.392 -1.984
C: -3.858 1.983 -2.185
C: -2.745 1.476 -1.476
P: 1.114 0.525 -0.603
C: 2.758 -0.220 -0.336
C: 2.873 -1.607 -0.288
C: 4.158 -2.162 -0.071
C: 5.255 -1.343 0.264
C: 5.116 0.028 0.097
C: 3.874 0.607 -0.200
C: 1.489 1.448 -2.109
C: 1.049 2.758 -2.270
C: 1.710 3.675 -3.106
C: 2.666 3.228 -3.988
C: 3.025 1.893 -3.975
C: 2.565 1.052 -2.939
H: 1.382 -3.811 -2.401
H: 1.232 -6.153 -2.133
H: -2.841 -6.114 -1.438
H: -3.012 -3.700 -1.833
H: -1.385 -2.783 0.439
H: -1.985 -4.370 2.268
H: -2.999 -3.626 4.394
H: -3.639 -1.237 4.611
H: -3.003 0.452 2.849
H: -4.474 -0.242 0.939
H: -6.228 0.077 -0.685
H: -5.969 1.651 -2.581
H: -3.672 2.694 -3.002
H: -1.727 1.720 -1.826
H: 2.062 -2.312 -0.423
H: 4.307 -3.257 -0.121
H: 6.163 -1.871 0.560
H: 5.979 0.684 0.187
H: 3.772 1.660 -0.232
H: 0.165 3.106 -1.722
H: 1.333 4.679 -3.097
H: 3.258 3.834 -4.673
H: 3.647 1.481 -4.779
H: 3.071 0.095 -2.776
I: -1.895 6.553 -1.463
C: -0.891 5.185 -0.245
C: 0.344 5.391 0.361
N: 0.701 4.269 1.068
N: -0.212 3.276 0.849
C: -1.252 3.862 0.118
H: 0.943 6.289 0.380
H: 1.545 4.157 1.607
H: -2.139 3.275 -0.048

***

Q: What is the molar mass in the fourth record?
A: 329.21 g mol⁻¹

***

Q: Look up the molar mass of the sixth one.
A: 1170.64 g mol⁻¹